Record 1
A structure of composition C7H7NO2S, computed with wB97M-V/def2-TZVPD.

Geometry (Å):
1 C -0.190655 -0.000522 -2.330302
2 C -1.192148 0.840643 -1.911213
3 C 0.324753 -1.020333 -1.505110
4 C -1.773075 0.744504 -0.638310
5 C -0.202553 -1.153808 -0.265391
6 C -1.310898 -0.224467 0.190604
7 C 0.870206 -0.533488 2.546766
8 N 0.571802 -2.661810 0.766353
9 O -0.693313 -2.621706 2.986019
10 O -1.559421 -0.664304 1.452263
11 S -0.188658 -1.874823 1.877574
12 H 0.221186 0.110382 -3.322145
13 H -1.552878 1.608591 -2.579099
14 H 1.108668 -1.666298 -1.864366
15 H -2.561100 1.407069 -0.319914
16 H 1.897637 -0.872956 2.488205
17 H 0.729730 0.367033 1.959382
18 H 0.555028 -0.383245 3.572538

Atomic forces in eV per Å
C -0.06 0.07 -0.12
C 0.15 -0.08 -0.16
C 0.08 -0.08 0.09
C -0.27 0.08 0.33
C -0.06 0.61 -0.69
C 4.02 -4.91 0.76
C -0.56 -0.38 -0.28
N -3.61 4.19 -1.09
O -0.32 0.18 -0.01
O -0.24 -0.32 0.74
S 0.90 0.68 0.53
H 0.01 0.03 -0.07
H -0.02 0.05 -0.05
H 0.09 -0.08 0.00
H -0.10 0.09 0.03
H 0.04 -0.15 -0.01
H 0.01 -0.01 -0.07
H -0.07 0.03 0.07

Summary:
Highest occupied orbital energy, eV: -8.94
LUMO, eV: 0.159

These are the natural (NBO) partial charges, in e, on atoms 1 to 6: -0.239 -0.170 -0.236 -0.310 0.038 0.282



Record 2
A cluster of 2 separate species, C7H7NS in total, computed with wB97M-V/def2-TZVPD.

Geometry (Å):
1 N 3.891836 -0.257933 0.075438
2 C 2.893508 0.263677 -0.098397
3 C 1.651738 0.883394 -0.090825
4 C 0.988906 0.919370 1.098109
5 C -0.385666 1.289402 0.983826
6 C -1.029217 1.249799 -0.188038
7 C -0.352774 0.967161 -1.402786
8 C 1.040324 1.019028 -1.349992
9 H 1.564512 0.846872 1.996910
10 H -1.071459 1.416942 1.770983
11 H -2.106162 1.316676 -0.017221
12 H -0.930151 0.969517 -2.364280
13 H 1.649838 0.960987 -2.241123
14 S 0.083719 -2.528638 -0.048145
15 H 1.038818 -1.779421 0.343522
16 H 0.239099 -3.184102 1.056388

Atomic forces in eV per Å
N 1.22 -0.76 -0.12
C 1.38 0.46 0.52
C -0.73 -0.39 -1.26
C -2.00 1.82 -0.24
C 2.10 -0.95 1.42
C -0.82 -0.86 -1.69
C -0.35 1.88 -0.43
C -1.55 -0.89 -0.18
H -0.18 -0.29 0.54
H 0.02 0.25 1.59
H 0.15 0.08 -1.12
H 0.82 -0.17 1.00
H -0.03 -0.11 0.00
S -1.41 -0.47 -1.40
H 1.52 1.38 0.28
H -0.12 -0.97 1.10

Summary:
Highest occupied orbital energy, eV: -9.70
SMILES string: N#Cc1ccccc1.S
LUMO, eV: 0.305

These are the natural (NBO) partial charges, in e, on atoms 1 to 6: -0.302 0.266 -0.206 -0.142 -0.205 -0.194



Record 3
The ion C7H7O3 with charge -1, computed with wB97M-V/def2-TZVPD.

Geometry (Å):
1 C -2.582501 -0.875247 -0.037545
2 C -3.213671 0.081135 -0.699623
3 C -1.197754 -0.923894 0.458034
4 C 2.889537 -0.024975 -0.963456
5 C 1.527586 0.108350 -0.690353
6 C -0.539137 0.407392 0.615285
7 C 0.894114 0.530567 0.516840
8 O -3.771325 1.059969 -1.063063
9 O -0.694792 -2.044703 0.703174
10 O 1.581949 0.962324 1.676814
11 H -2.904175 -1.834694 -0.194804
12 H 3.089539 -0.338889 -2.009464
13 H 3.604496 -0.084566 -0.105816
14 H 0.873805 0.053226 -1.522075
15 H -1.238010 1.071805 -0.009331
16 H -0.897752 0.758902 1.699342
17 H 2.578096 1.093298 1.626043

Atomic forces in eV per Å
C -0.16 0.96 -0.93
C 0.07 2.47 0.97
C 1.75 -2.50 0.78
C -0.48 -0.28 0.01
C 0.85 1.43 2.86
C -1.79 1.78 2.57
C 1.59 -0.62 -2.62
O 0.52 -1.98 -0.09
O -1.27 2.59 -0.55
O 1.29 0.08 0.80
H -1.28 -2.27 -0.23
H 0.60 0.20 1.04
H -0.35 -0.06 -1.18
H -0.84 -0.40 -0.75
H 0.93 -0.15 0.11
H 0.77 -0.76 -1.86
H -2.19 -0.49 -0.91

Summary:
Charge: -1
Highest occupied orbital energy (alpha / beta), eV: -0.98 / -0.98
LUMO (alpha / beta), eV: 3.206 / 3.206

These are the natural (NBO) partial charges, in e, on atoms 1 to 6: -0.656 0.718 0.565 -0.765 -0.222 -0.505



Record 4
The ion C7H7O3S with charge -1, computed with wB97M-V/def2-TZVPD.

Geometry (Å):
1 C 1.799777 0.058352 -1.368864
2 C 0.917111 0.122075 -0.072978
3 C 1.434933 -0.874326 0.946281
4 S 0.796979 1.741543 0.626212
5 C -1.118648 1.650762 0.823487
6 O -1.673787 2.638544 1.227444
7 C -1.569233 0.443455 0.192517
8 C -2.962733 0.032877 0.101642
9 O -3.899506 0.459318 0.726361
10 C -0.468908 -0.419245 -0.383386
11 O -0.623987 -1.506864 -0.957727
12 H 2.502951 0.939558 -1.267745
13 H 1.133099 0.144684 -2.253017
14 H 2.332874 -0.862822 -1.416728
15 H 1.796526 -1.874423 0.458151
16 H 0.577739 -1.293838 1.436931
17 H 2.066329 -0.429959 1.560018
18 H -3.041514 -0.969690 -0.378599

Atomic forces in eV per Å
C -0.65 2.19 0.55
C 0.58 -1.49 -1.45
C -2.27 -4.19 -3.34
S -0.90 0.47 0.36
C 0.42 0.19 -1.40
O -0.05 -0.30 0.48
C 1.34 -0.66 -0.78
C 2.14 -1.64 0.87
O -1.33 1.01 0.17
C -2.80 0.74 0.48
O 0.39 1.07 0.33
H -0.54 -1.08 -0.65
H 0.66 0.18 0.41
H 0.40 -0.61 -0.09
H 0.01 2.03 0.60
H -0.42 0.23 1.09
H 3.16 1.53 2.96
H -0.14 0.33 -0.57

Summary:
Charge: -1
Highest occupied orbital energy, eV: -4.45
SMILES string: CC1(C)SC(=O)/C(=C\[O-])C1=O
LUMO, eV: 3.302

These are the natural (NBO) partial charges, in e, on atoms 1 to 6: -0.594 -0.302 -0.589 0.045 0.505 -0.600



Record 5
A structure of composition C7H8, computed with wB97M-V/def2-TZVPD.

Geometry (Å):
1 C 1.141444 0.554338 -1.030546
2 C 0.199825 0.073214 0.079407
3 C 0.090101 1.040052 1.264320
4 C -1.106375 -0.252138 -0.451691
5 C -2.094503 -0.924114 -0.766988
6 C 0.464513 -1.345949 0.499061
7 C 1.093704 -2.321363 0.995789
8 H 1.218913 -0.204763 -1.813230
9 H 2.133476 0.710268 -0.601446
10 H 0.786334 1.494196 -1.466943
11 H -0.322688 2.003675 0.946657
12 H -0.545530 0.609654 2.042436
13 H 1.087506 1.196343 1.680634
14 H -3.067702 -0.887856 -1.223826
15 H -1.130942 -1.732508 -0.157986

Atomic forces in eV per Å
C 0.12 0.07 -0.06
C 0.04 0.00 0.02
C 0.04 0.09 0.09
C -0.42 -0.39 -0.11
C 0.21 0.62 -0.04
C 0.75 -0.47 0.45
C -0.75 0.47 -0.45
H -0.01 0.13 0.13
H -0.12 -0.03 -0.05
H 0.08 -0.08 0.08
H 0.10 -0.09 0.05
H 0.10 0.08 -0.12
H -0.11 -0.03 -0.05
H 0.12 -0.61 0.18
H -0.15 0.25 -0.12

Summary:
Highest occupied orbital energy, eV: -8.63
LUMO, eV: -0.635

These are the natural (NBO) partial charges, in e, on atoms 1 to 6: -0.580 -0.200 -0.580 0.291 -0.407 -0.640



Record 6
The molecule C7H8, computed with wB97M-V/def2-TZVPD.

Geometry (Å):
1 C -0.121719 -1.551001 -0.499350
2 C -0.256488 -0.105188 -0.050342
3 C 0.215764 0.996773 -0.897031
4 C 1.052998 0.660383 0.387905
5 C 2.313418 0.093078 0.019656
6 C -1.442416 0.157714 0.757978
7 C -2.470368 0.331974 1.362312
8 H -1.024508 -1.869975 -1.030412
9 H 0.747089 -1.660762 -1.147821
10 H 0.009077 -2.208038 0.366652
11 H 0.888519 1.372443 1.203319
12 H 0.692413 0.756013 -1.843277
13 H -0.284294 1.959631 -0.826514
14 H 3.086390 0.526830 0.706047
15 H -3.364087 0.495554 1.928517

Atomic forces in eV per Å
C 0.04 -0.03 -0.03
C -0.21 -0.04 -0.14
C -0.10 0.00 -0.18
C 0.38 0.03 0.18
C -0.33 0.26 0.61
C -0.14 0.09 0.20
C 0.43 -0.02 -0.10
H 0.11 0.14 0.05
H -0.09 0.01 0.07
H -0.02 0.14 -0.11
H 0.04 -0.24 -0.16
H -0.09 0.05 0.24
H 0.09 -0.24 -0.07
H -0.33 -0.07 -0.38
H 0.23 -0.05 -0.18

Summary:
Highest occupied orbital energy, eV: -8.51
LUMO, eV: -0.160

These are the natural (NBO) partial charges, in e, on atoms 1 to 6: -0.596 -0.091 -0.309 -0.398 -0.108 -0.015



Record 7
The molecule C7H8, computed with wB97M-V/def2-TZVPD.

Geometry (Å):
1 C 3.508057 0.028352 0.027301
2 C 2.287910 0.043475 -0.106330
3 C 0.765640 -0.050165 -0.154589
4 C -0.031054 -1.120453 0.033390
5 C -1.503842 -0.868739 -0.107968
6 C -1.560953 0.582110 0.161616
7 C -0.180114 1.132106 -0.205641
8 H 4.500668 -0.164632 0.298983
9 H 0.259717 -2.178583 -0.130232
10 H -2.193662 -1.273878 0.584847
11 H -1.660990 -1.279700 -1.044128
12 H -2.511146 1.006102 -0.148273
13 H -1.516174 0.579279 1.225412
14 H -0.205976 1.777309 -1.089926
15 H 0.041926 1.787420 0.655538

Atomic forces in eV per Å
C -3.61 -0.15 -0.23
C -0.32 -0.54 0.09
C 0.57 0.01 0.43
C 1.25 -2.09 -0.90
C 1.56 0.13 1.09
C 0.22 0.22 -0.40
C -0.12 2.26 0.86
H 0.79 0.17 -0.04
H 0.42 0.74 0.79
H -0.28 -1.44 0.73
H -1.21 -0.29 -2.32
H 0.35 0.75 -0.33
H -0.53 0.38 1.06
H 0.50 -0.41 -0.17
H 0.39 0.26 -0.65

Summary:
Highest occupied orbital energy, eV: -8.88
SMILES string: C#CC1=CCCC1
LUMO, eV: 1.010

These are the natural (NBO) partial charges, in e, on atoms 1 to 6: -0.221 -0.020 -0.084 -0.125 -0.440 -0.390



Record 8
The molecule C7H8, computed with wB97M-V/def2-TZVPD.

Geometry (Å):
1 C -2.233528 1.004333 -1.995330
2 C -1.213276 0.480559 -1.627199
3 C -0.026862 -0.193637 -1.093567
4 C 0.039124 -0.072002 0.457004
5 C 0.954873 1.078721 0.890167
6 C 0.447248 -1.335471 1.085180
7 C 0.753007 -2.368205 1.624822
8 H -3.142133 1.458670 -2.323539
9 H 0.881616 0.234109 -1.535859
10 H -0.052574 -1.246891 -1.391495
11 H -0.976758 0.144782 0.808598
12 H 1.986487 0.885134 0.575941
13 H 0.622108 2.018224 0.436260
14 H 0.946224 1.193473 1.977851
15 H 1.014443 -3.281800 2.111166

Atomic forces in eV per Å
C 0.41 -0.19 0.13
C -0.43 0.23 -0.15
C 0.02 -0.06 -0.06
C -0.03 0.00 0.07
C 0.04 0.08 0.02
C 0.12 -0.44 0.23
C -0.10 0.40 -0.22
H 0.18 -0.06 0.03
H -0.14 -0.07 0.08
H -0.05 0.14 0.07
H 0.14 -0.06 -0.03
H -0.16 0.02 0.04
H 0.03 -0.14 0.05
H 0.00 -0.01 -0.16
H -0.02 0.15 -0.10

Summary:
Highest occupied orbital energy, eV: -9.92
SMILES string: C#CC[C@H](C)C#C
LUMO, eV: 1.033

These are the natural (NBO) partial charges, in e, on atoms 1 to 6: -0.243 -0.011 -0.468 -0.289 -0.589 0.010



Record 9
The molecule C7H8, computed with wB97M-V/def2-TZVPD.

Geometry (Å):
1 C -0.094707 -0.854974 0.195791
2 C 0.876539 -1.385768 1.133940
3 C -1.339054 -0.035480 0.240188
4 C -1.997886 1.016113 0.606436
5 C -1.235442 -1.095758 -0.781770
6 C 1.393308 -0.545998 -0.040186
7 C 1.919772 0.847653 0.128646
8 H -2.998693 1.141255 0.195856
9 H -1.610367 1.710105 1.282296
10 H -1.841637 -2.142006 -0.838634
11 H -1.200363 -0.794658 -1.881566
12 H 1.807968 -1.239783 -0.759375
13 H 2.933087 0.612931 0.452599
14 H 1.387441 1.398905 0.821841
15 H 2.000038 1.367463 -0.756062

Atomic forces in eV per Å
C 0.98 1.01 -1.55
C -0.05 0.38 -0.11
C 1.17 -2.34 -1.29
C -1.25 -0.06 -0.41
C -2.14 -2.41 -1.29
C -3.03 -0.43 0.83
C 2.08 -3.11 0.50
H 0.25 0.28 0.07
H 0.36 0.95 1.12
H 1.34 2.50 1.02
H 0.72 0.02 1.65
H 0.29 0.17 -0.37
H 0.35 0.93 0.43
H -0.99 1.00 1.55
H -0.07 1.10 -2.14

Summary:
Highest occupied orbital energy, eV: -8.31
LUMO, eV: -0.555

These are the natural (NBO) partial charges, in e, on atoms 1 to 6: -0.341 0.248 0.065 -0.397 -0.388 -0.345



Record 10
The molecule C7H8, computed with wB97M-V/def2-TZVPD.

Geometry (Å):
1 C -1.110164 -0.680028 -1.042144
2 C -0.298558 -0.066531 0.111772
3 C -1.154638 0.059337 1.379405
4 C 1.006743 -0.823466 0.308116
5 C 2.131598 -0.384424 -0.012857
6 C 0.364653 1.228774 -0.334608
7 C 1.596691 1.327107 -0.536933
8 H -0.484213 -0.768270 -1.934708
9 H -1.968195 -0.040855 -1.274764
10 H -1.471058 -1.674746 -0.760583
11 H -1.526436 -0.926930 1.676394
12 H -0.575144 0.478702 2.206902
13 H -2.011257 0.712968 1.184608
14 H 3.164809 -0.630383 -0.074728
15 H 2.359835 1.999457 -0.858793

Atomic forces in eV per Å
C 0.10 0.04 0.03
C 0.45 0.13 -0.01
C 0.19 0.05 -0.08
C -2.99 -1.70 0.85
C 1.62 3.18 -1.30
C -3.17 -0.06 0.35
C 3.30 -1.76 0.22
H -0.12 -0.01 0.11
H 0.11 -0.11 0.05
H 0.04 0.16 -0.04
H 0.06 0.15 -0.05
H -0.08 -0.05 -0.12
H 0.13 -0.10 0.03
H 0.34 -0.28 0.09
H 0.03 0.38 -0.12

Summary:
Highest occupied orbital energy (alpha / beta), eV: -8.61 / -8.48
LUMO (alpha / beta), eV: -0.477 / -0.566

These are the natural (NBO) partial charges, in e, on atoms 1 to 6: -0.586 -0.236 -0.590 0.134 -0.310 0.134



Record 11
The molecule C7H8, computed with wB97M-V/def2-TZVPD.

Geometry (Å):
1 C 2.548638 0.693274 0.238466
2 C 1.548532 1.101617 -0.296448
3 C 0.240897 1.048498 -0.932477
4 C -0.282644 -0.036725 0.064512
5 C -0.053956 -1.479218 -0.429898
6 C -1.584676 0.189255 0.660487
7 C -2.544199 0.398693 1.353437
8 H 3.061264 0.115691 0.968419
9 H 0.379282 0.723553 -1.970431
10 H -0.351171 1.967675 -0.919579
11 H 0.392726 0.245367 0.920983
12 H -0.931861 -1.883992 -0.950016
13 H 0.803486 -1.542092 -1.109950
14 H 0.154382 -2.128653 0.422764
15 H -3.380703 0.587050 1.979733

Atomic forces in eV per Å
C -0.43 0.16 0.14
C 1.62 0.58 -0.95
C 0.10 0.02 0.10
C -0.03 0.04 0.61
C 0.04 0.03 0.15
C -0.73 0.11 0.17
C 0.14 -0.06 -0.26
H 0.67 0.26 -0.06
H -0.39 -0.12 0.20
H 0.22 -0.12 0.14
H -1.06 -1.31 -0.41
H 0.16 0.26 0.12
H -0.11 0.14 0.19
H -0.09 -0.02 -0.09
H -0.09 -0.01 -0.05

Summary:
Highest occupied orbital energy, eV: -9.47
SMILES string: C#CC[C@H](C)C#C
LUMO, eV: 0.946

These are the natural (NBO) partial charges, in e, on atoms 1 to 6: -0.271 0.001 -0.464 -0.294 -0.596 -0.009



Record 12
A structure of composition C7H8BF2O3S8SbY, computed with wB97M-V/def2-TZVPD.

Geometry (Å):
1 Y -1.437053 -1.040910 -0.576539
2 S 2.357082 -3.174116 -3.166026
3 Sb 0.121724 -3.208651 -2.737795
4 S 0.263684 -4.034152 0.012529
5 S -0.430163 -0.880918 -2.926298
6 S -3.416035 -4.346722 0.709887
7 S -4.371584 -3.129727 2.068408
8 S -2.925825 -1.896185 2.933370
9 S -2.607467 -0.279860 1.755090
10 C -1.132856 3.697197 -0.340731
11 S -1.146047 1.986257 0.427273
12 O -1.726040 1.215446 -0.728276
13 C 0.592296 1.698894 0.392756
14 C 1.246869 1.506083 -0.836067
15 C 2.597774 1.254600 -0.850246
16 C 3.319802 1.181107 0.342858
17 C 2.662363 1.343291 1.562435
18 C 1.312528 1.610076 1.594757
19 H -0.568350 3.668337 -1.264157
20 H -0.686634 4.387220 0.366274
21 H -2.162510 3.971873 -0.536881
22 H 0.673516 1.510428 -1.755492
23 H 3.096422 1.092809 -1.794751
24 H 4.380870 0.974651 0.322687
25 H 3.218229 1.240390 2.488024
26 H 0.789559 1.736571 2.532991
27 F 0.102950 -1.807068 1.625488
28 B 0.521911 -2.412859 0.454334
29 F 1.217532 -1.438628 -0.252556
30 O -2.361031 -2.829131 -1.109498
31 O -3.503517 -3.596302 -0.713849

Atomic forces in eV per Å
Y -0.09 1.24 0.41
S -0.11 -0.11 -0.10
Sb 0.67 -0.64 -0.90
S -0.22 -0.18 -0.43
S 0.05 -0.14 -0.45
S 0.07 0.09 0.74
S 0.36 0.08 -0.25
S -0.19 -0.68 0.24
S -0.58 0.31 0.15
C -0.56 -0.45 -0.13
S 3.06 1.81 1.39
O -1.29 -0.91 -1.76
C -2.08 -0.26 0.54
C 0.31 0.28 -0.82
C -0.12 0.15 0.07
C 0.63 -0.12 -0.41
C -0.52 0.15 0.40
C 0.51 -0.08 0.59
H 0.13 -0.07 -0.17
H 0.10 -0.06 0.18
H -0.28 0.18 -0.11
H 0.08 -0.04 0.02
H 0.03 -0.08 -0.10
H 0.06 -0.06 -0.02
H -0.05 0.05 0.05
H -0.02 -0.05 0.12
F -0.14 -0.44 -0.73
B 2.54 0.80 1.70
F -0.97 -0.67 0.24
O -0.93 -0.08 0.38
O -0.43 0.01 -0.87

Summary:
Charge: -2
Highest occupied orbital energy (alpha / beta), eV: 1.12 / -1.81
LUMO (alpha / beta), eV: 4.537 / 4.425
2S+1: 2

These are the natural (NBO) partial charges, in e, on atoms 1 to 6: 1.687 -0.918 0.981 -0.390 -0.904 0.427



Relative energy (zero: lowest compared OMol25 entry of this formula, charge and spin) readings, ordered: 3.709; 0.107; 5.334; 0.383; 8.679; 6.250; 3.584; 3.783; 7.509; 6.992; 5.009; 2.977 eV